(1)
{"formula": "C3H13NSi2", "method": "wB97M-V/def2-TZVPD", "symbols": ["C", "Si", "C", "H", "H", "H", "H", "H", "H", "C", "Si", "N", "H", "H", "H", "H", "H", "H", "H"], "xyz": [[-1.02765, 0.12466, -1.76862], [0.17864, -0.48125, -2.87187], [1.40020, 0.57480, -3.97512], [-1.04370, 1.19675, -1.45868], [-1.65670, -0.50657, -1.12828], [0.51735, -1.89965, -3.17388], [0.77010, 0.83213, -4.79737], [1.80501, 1.57870, -3.54770], [2.37555, -0.02220, -4.10356], [0.29000, -1.32004, 3.35484], [-0.78648, 0.25740, 3.06197], [-0.34102, 0.80110, 1.39550], [1.28330, -1.21375, 2.84681], [0.50121, -1.40668, 4.48924], [-0.12374, -2.20376, 2.78396], [-2.33885, 0.26396, 3.10706], [-0.42447, 1.45587, 3.86725], [-0.56336, 0.33236, 0.56359], [-0.81538, 1.63617, 1.35487]], "atomic_forces_ev_per_a": [[0.94, 0.04, -0.05], [0.46, 1.24, 0.39], [1.49, 0.46, 2.71], [-0.01, -0.89, -0.64], [0.18, 0.09, -0.56], [-0.49, 0.14, 0.20], [0.31, -0.09, -1.26], [-1.13, -1.67, -0.36], [-1.83, 0.64, -0.58], [0.14, 0.22, 0.47], [0.41, 0.00, -2.15], [0.93, -1.36, 2.88], [-0.77, 0.54, 0.52], [-0.55, -0.60, -1.91], [0.05, 0.65, 1.37], [1.02, -0.63, 0.36], [0.12, -0.37, 0.16], [-0.19, -1.19, -1.01], [-1.07, 2.77, -0.55]], "de_lowest_kcal_mol": 74.54, "smiles": "C=[SiH]C.C[SiH2]N", "spin_multiplicity": 1}


(2)
{"formula": "C3H13O3S", "method": "wB97M-V/def2-TZVPD", "symbols": ["C", "C", "C", "S", "H", "H", "H", "H", "H", "H", "H", "H", "H", "O", "H", "H", "O", "H", "H", "O"], "xyz": [[-4.01831, -2.05033, -0.02699], [-3.25539, -0.75394, -0.34324], [-1.88999, -0.67671, 0.34911], [-0.90897, 0.73571, -0.18204], [-3.40597, -2.70688, 0.59998], [-4.27231, -2.72549, -0.84734], [-4.93919, -1.89474, 0.54799], [-3.08835, -0.65511, -1.40493], [-3.87602, 0.09234, -0.04421], [-1.40277, -1.62958, 0.13464], [-2.06202, -0.70285, 1.43038], [3.49599, -1.77208, -3.40410], [4.02452, -0.92234, -4.53144], [4.32159, -1.47735, -3.80384], [0.90386, 1.69056, 0.60283], [1.59274, 3.06060, 0.95436], [1.73470, 2.10249, 0.95000], [4.19635, 0.63724, 2.93016], [3.15762, 1.51849, 2.21225], [3.42372, 1.18412, 3.09793]], "atomic_forces_ev_per_a": [[0.03, -0.72, 0.65], [-0.31, -0.16, 0.18], [-0.43, -0.34, 0.13], [0.04, 0.29, -0.28], [0.12, 0.14, 0.21], [-0.06, 0.45, -0.44], [0.07, 0.13, -0.15], [0.04, 0.06, -0.42], [0.14, 0.16, -0.04], [0.32, -0.07, -0.14], [0.03, 0.20, 0.10], [0.06, 0.01, 0.15], [0.08, 0.06, 0.01], [-0.15, -0.06, -0.14], [-0.02, -0.21, 0.25], [-0.14, -0.49, -0.05], [0.34, 0.57, -0.06], [-0.04, 0.00, 0.00], [-0.39, -0.27, 0.51], [0.25, 0.23, -0.47]], "total_charge": -1, "de_lowest_kcal_mol": 20.94, "spin_multiplicity": 1}


(3)
{"formula": "C3H14N2O2", "method": "wB97M-V/def2-TZVPD", "symbols": ["N", "C", "C", "C", "N", "H", "H", "H", "H", "H", "H", "H", "H", "H", "H", "O", "H", "H", "O", "H", "H"], "xyz": [[0.73564, 2.07451, -0.02677], [0.23256, 0.99785, -0.80183], [0.21693, -0.28291, 0.09266], [-0.42983, -1.32646, -0.81286], [-0.34566, -2.72850, -0.37357], [1.14384, 2.66819, -0.73065], [-0.08224, 2.51812, 0.37405], [0.96160, 0.72750, -1.57930], [-0.69549, 1.24846, -1.24454], [1.26196, -0.44670, 0.33707], [-0.27302, -0.37569, 1.14452], [0.14839, -1.46375, -1.76149], [-1.46169, -0.97327, -0.80355], [-1.28595, -3.26965, -0.35565], [0.22304, -3.00306, 0.39692], [-1.08180, 5.06694, -0.24555], [-0.63469, 5.77990, 0.25562], [-0.45522, 4.97653, -0.93828], [0.72559, -4.03834, 1.98951], [0.63377, -4.80604, 2.53592], [0.46225, -3.34363, 2.54775]], "atomic_forces_ev_per_a": [[0.42, 1.06, 0.05], [0.99, -2.27, 1.62], [-0.57, -0.64, 0.19], [1.43, -1.68, 0.67], [-3.16, -1.50, -0.20], [0.13, 1.01, 0.43], [0.36, 0.60, 0.15], [-0.33, 0.22, 0.00], [-1.23, -0.20, -0.67], [0.30, -0.36, -0.23], [0.21, 1.06, -1.82], [-1.12, 1.54, 0.07], [-0.09, -0.39, -1.08], [2.39, 1.51, 0.13], [0.17, 0.18, 0.38], [0.02, 1.01, 1.34], [-0.71, -0.50, 0.03], [0.69, -0.54, -1.37], [0.63, -0.87, -1.07], [0.01, -0.84, 0.31], [-0.53, 1.60, 1.08]], "de_lowest_kcal_mol": 47.96, "smiles": "NCCCN.O.O", "spin_multiplicity": 1}


(4)
{"formula": "C3H14N2O3", "method": "wB97M-V/def2-TZVPD", "symbols": ["N", "C", "C", "N", "C", "O", "H", "H", "H", "H", "H", "H", "H", "H", "H", "H", "O", "H", "H", "O", "H", "H"], "xyz": [[-0.74529, 1.29897, 0.26441], [-0.16906, 0.87684, 1.61058], [0.14892, -0.57309, 1.56619], [1.39901, -0.78922, 0.85479], [-1.07617, -1.34190, 0.91832], [-1.98987, -1.62992, 1.90587], [-1.72387, 1.49703, 0.35164], [-0.37387, 2.03030, -0.22077], [0.72675, 1.48836, 1.77263], [-0.87538, 1.12911, 2.36686], [0.22789, -0.95389, 2.62835], [1.42686, -0.43024, -0.10583], [1.62096, -1.81685, 0.79284], [-0.58644, -2.35647, 0.97252], [-1.47579, -1.10927, -0.11349], [-2.40226, -0.90221, 2.22665], [0.62486, -0.63367, -2.60215], [-0.35427, -0.76396, -2.32461], [1.17197, -1.47438, -2.56530], [1.37469, 2.42190, -3.21702], [1.62031, 2.45725, -4.14301], [1.43008, 1.57530, -2.93947]], "atomic_forces_ev_per_a": [[-1.10, -2.67, 2.14], [0.34, 2.08, -2.32], [-0.75, -0.38, -0.63], [0.72, -1.52, -0.19], [3.02, -2.65, 0.70], [-0.46, -2.95, -0.41], [-0.39, -0.04, 0.04], [1.79, 2.36, -1.03], [-0.08, -0.26, 0.22], [-0.57, 0.05, 0.76], [0.05, 0.15, -1.21], [-0.48, -0.01, 0.53], [-0.36, 1.51, 0.12], [-0.30, 0.59, -1.57], [0.58, 0.17, 1.35], [-2.04, 3.56, 1.43], [-0.98, -1.02, 0.49], [2.84, -0.20, -0.57], [-1.71, 1.33, 0.11], [-0.31, 4.63, -1.21], [0.01, -0.18, 0.02], [0.20, -4.55, 1.23]], "de_lowest_kcal_mol": 48.97, "smiles": "NC[C@H](N)CO.O.O", "spin_multiplicity": 1}


(5)
{"formula": "C3H14N2O3", "method": "wB97M-V/def2-TZVPD", "symbols": ["C", "C", "C", "N", "N", "H", "H", "H", "H", "H", "H", "H", "H", "H", "H", "O", "H", "H", "O", "H", "H", "O"], "xyz": [[-2.31338, 0.78384, -1.61432], [-1.13171, 0.26864, -0.87616], [-0.79205, -1.05811, -0.84062], [0.11874, -1.57841, 0.06233], [-0.57250, 1.12992, 0.06086], [-2.52824, 1.81638, -1.36521], [-3.18938, 0.14747, -1.48151], [-2.09455, 0.71489, -2.68984], [-1.19186, -1.60974, -1.68376], [0.00970, -1.09278, 0.95431], [-0.12885, -2.56475, 0.17379], [-0.53367, 2.06661, -0.33157], [0.42622, 0.89030, 0.15764], [2.87443, -1.11773, -1.85857], [2.14122, -1.42181, -0.56998], [2.89340, -0.95151, -0.91821], [-1.93407, 0.37551, 3.35274], [-1.30662, 0.33188, 1.97691], [-1.29054, -0.09886, 2.83117], [2.87276, 0.80976, 0.28584], [2.61416, 1.77984, 1.43758], [2.16954, 1.34457, 0.71159]], "atomic_forces_ev_per_a": [[0.37, -0.50, -1.10], [-0.95, 2.45, 2.38], [1.16, -0.71, -0.40], [-2.76, -0.14, -0.67], [1.04, -1.14, -2.77], [-0.08, 0.00, 0.07], [-0.01, 0.08, 0.24], [-0.08, 0.18, 0.07], [0.23, -0.73, 0.36], [0.64, -0.18, 0.21], [0.81, 0.01, 0.18], [-0.60, 0.42, 0.59], [0.10, 0.22, 1.08], [0.20, -0.04, -0.41], [-0.33, -0.32, 0.24], [0.31, 0.46, 0.15], [-0.27, 0.13, 0.36], [-0.11, 0.47, -0.12], [0.37, -0.50, -0.29], [-0.55, 0.18, 0.03], [-0.02, 0.26, 0.36], [0.51, -0.63, -0.56]], "total_charge": 1, "de_lowest_kcal_mol": 12.63, "spin_multiplicity": 2}


(6)
{"formula": "C3H14N3", "method": "wB97M-V/def2-TZVPD", "symbols": ["N", "C", "N", "H", "H", "H", "H", "H", "H", "C", "C", "N", "H", "H", "H", "H", "H", "H", "H", "H"], "xyz": [[1.17785, -1.14601, 0.60339], [1.10519, -0.29664, 1.81017], [0.62803, -0.90114, 3.05999], [2.02679, -1.75740, 0.62922], [0.36151, -1.75718, 0.58729], [2.08081, 0.07760, 2.02701], [0.45652, 0.52502, 1.53394], [-0.37238, -1.24031, 2.93212], [1.21872, -1.69872, 3.27217], [0.40882, 1.08849, -1.82151], [-0.62236, 0.26345, -1.09024], [-2.09469, 0.73753, -1.49280], [1.38775, 0.76172, -1.48611], [0.40767, 0.95147, -2.89354], [0.28099, 2.12433, -1.51386], [-0.55615, -0.75513, -1.44227], [-0.64148, 0.38106, 0.02997], [-2.21905, 1.71451, -1.25202], [-2.81391, 0.23293, -0.99741], [-2.22062, 0.69442, -2.49552]], "atomic_forces_ev_per_a": [[1.02, -0.71, 0.28], [-0.51, -1.06, 0.19], [-1.62, -0.22, -1.08], [-1.14, 0.66, 0.02], [0.33, -0.08, 0.04], [0.69, 0.45, -0.14], [-0.13, 0.44, 0.42], [1.81, 0.41, 0.39], [-0.21, -0.04, 0.17], [-0.19, 0.29, 0.94], [-1.11, 0.39, 0.29], [1.49, 0.32, 0.15], [0.06, -0.07, 0.22], [-0.33, 0.11, -0.29], [0.24, 0.26, -0.39], [-0.26, -0.35, 0.44], [0.27, -0.31, -1.46], [0.11, 0.36, 0.17], [-0.29, -0.50, -0.01], [-0.22, -0.34, -0.35]], "total_charge": 1, "de_lowest_kcal_mol": 21.14, "spin_multiplicity": 1}


(7)
{"formula": "C3H14N4O", "method": "wB97M-V/def2-TZVPD", "symbols": ["C", "N", "N", "O", "H", "H", "H", "H", "H", "H", "C", "C", "N", "N", "H", "H", "H", "H", "H", "H", "H", "H"], "xyz": [[-2.23880, -0.61954, -1.05045], [-1.44956, 0.07616, -0.03054], [-2.11121, 1.31876, 0.28143], [-1.21471, -0.69013, 1.04093], [0.32239, -0.83574, 0.83844], [-2.97746, 1.07936, 0.77133], [-1.51942, 1.76019, 0.98004], [-1.71920, -1.54307, -1.29328], [-3.23119, -0.86563, -0.65652], [-2.34144, 0.01138, -1.93304], [1.99585, 0.31876, 1.43676], [0.31341, 0.71998, -1.09684], [1.26093, -0.48556, 0.48667], [1.99059, -1.43163, -0.25802], [2.68977, -0.94606, -0.81846], [2.48081, -2.07282, 0.36634], [2.56096, -0.30157, 2.14475], [2.70058, 0.98110, 0.91914], [1.28955, 0.93125, 1.99686], [-0.38369, 1.51278, -1.34209], [1.28641, 1.19424, -0.99733], [0.29543, -0.11218, -1.78613]], "atomic_forces_ev_per_a": [[0.15, 0.02, -0.10], [0.64, 0.10, 0.54], [0.18, -0.07, -0.13], [-0.20, 0.23, -0.37], [0.41, 0.08, -0.10], [0.16, -0.12, -0.08], [0.00, -0.08, -0.02], [0.00, 0.02, 0.02], [0.13, 0.09, 0.05], [0.03, 0.00, 0.03], [-0.06, -0.22, -0.20], [-0.84, 0.32, -0.36], [-0.41, -0.28, 0.42], [-0.07, 0.16, 0.11], [-0.04, -0.05, 0.07], [0.01, 0.10, -0.08], [0.04, 0.06, -0.01], [0.02, 0.01, 0.00], [-0.01, -0.02, 0.00], [-0.30, -0.05, -0.16], [0.10, -0.30, 0.36], [0.10, 0.00, 0.00]], "de_lowest_kcal_mol": 153.98, "spin_multiplicity": 1}


(8)
{"formula": "C3H14NO2", "method": "wB97M-V/def2-TZVPD", "symbols": ["C", "C", "C", "N", "H", "H", "H", "H", "H", "H", "H", "H", "H", "H", "H", "H", "O", "H", "H", "O"], "xyz": [[0.59095, 0.09202, -0.19913], [0.36769, 0.24739, -1.72654], [0.45197, 1.65758, -2.21951], [-0.26007, -0.87007, 0.55697], [1.64623, -0.10132, -0.07168], [0.46082, 1.10072, 0.20343], [-0.50336, -0.33341, -2.08578], [1.15941, -0.32118, -2.23145], [-0.16565, 2.45933, -1.86848], [1.46819, 2.04212, -2.07825], [0.34478, 1.59501, -3.31126], [0.37669, -1.36434, 1.17935], [-1.01850, -0.48980, 1.13683], [-0.76239, -1.37881, -0.17121], [1.32925, -0.20417, 3.13035], [2.60427, 0.51537, 2.63406], [1.85602, -0.01898, 2.34077], [-3.88905, -1.16745, 1.10093], [-2.98572, -2.12367, 2.10707], [-3.07154, -1.33631, 1.57353]], "atomic_forces_ev_per_a": [[0.49, 2.62, -1.01], [-0.39, -1.95, 0.42], [1.17, 0.29, -1.49], [-0.01, 0.55, -0.60], [-0.08, -0.59, 0.53], [-0.20, -0.37, 0.38], [-0.26, 0.67, 0.31], [0.07, 0.22, 0.14], [-0.94, -0.13, 0.56], [0.03, -0.17, 0.08], [-0.10, 0.30, 0.22], [-0.25, -0.72, -0.21], [0.09, 0.36, -0.12], [0.23, -0.99, 0.51], [0.42, 0.22, 0.09], [-0.08, -0.11, 0.04], [-0.41, -0.22, 0.20], [-0.30, -0.78, 0.46], [-1.05, -0.33, -0.12], [1.57, 1.14, -0.38]], "total_charge": 1, "de_lowest_kcal_mol": 28.17, "spin_multiplicity": 1}